[1]
13
Properties=species:S:1:pos:R:3:mulliken_spin:R:1 method="wB97M-V/def2-TZVPD" orbital_gap_ev="9.228 / 8.468" energy_ev=-79293.93063 e_above_lowest_kcal_mol=17.0 spin_multiplicity=3
C 1.343 -1.086 -0.670 -0.12
C 2.601 -0.770 -0.843 0.85
C 0.732 -0.897 0.738 0.07
C -1.906 1.206 -0.420 0.00
N -0.323 0.016 0.713 0.14
N -0.658 0.558 -0.485 0.72
O 1.085 -1.432 1.729 0.08
Br 3.899 -0.636 0.447 0.15
H 0.631 -0.919 -1.585 0.04
H -2.690 0.528 -0.073 0.03
H -1.785 1.995 0.371 0.03
H -2.020 1.426 -1.482 0.01
H -0.909 0.011 1.560 -0.01



[2]
19
Properties=species:S:1:pos:R:3:mulliken_spin:R:1 method="wB97M-V/def2-TZVPD" orbital_gap_ev="13.295 / 4.718" total_charge=+1 energy_ev=-5400.72510 e_above_lowest_kcal_mol=8.8 spin_multiplicity=2
C -0.233 -1.610 -1.497 0.04
C -1.031 -2.166 -0.341 0.03
C 0.425 -0.328 -1.266 0.16
H 0.425 -2.401 -1.910 0.07
H -0.979 -1.451 -2.342 0.19
H -1.589 -3.059 -0.618 0.00
H -1.764 -1.428 -0.010 0.01
H 1.161 -0.456 -0.395 0.15
H 0.941 0.111 -2.113 0.00
H -0.385 -2.386 0.512 0.03
H -0.189 0.441 -0.761 0.05
C -0.329 1.923 1.436 0.03
C 1.154 1.806 1.196 0.07
H -0.776 2.747 0.874 0.00
H -0.912 1.017 1.170 0.05
H -0.559 2.066 2.498 0.02
H 1.595 1.863 2.199 0.03
H 1.500 0.790 0.882 0.06
H 1.545 2.522 0.484 0.00



[3]
171
Properties=species:S:1:pos:R:3:lowdin_charge:R:1 method="wB97M-V/def2-TZVPD" orbital_gap_ev=7.528 total_charge=+1 energy_ev=-161869.86588
C -0.543 -8.376 0.131 -0.12
O -1.836 -8.263 0.673 -0.19
C -2.902 -8.397 -0.259 -0.23
C -3.784 -7.163 -0.229 -0.17
C -3.167 -5.927 -0.906 -0.20
C -3.275 -4.665 -0.051 -0.22
C -2.272 -4.614 1.117 -0.18
C -1.645 -3.234 1.354 -0.19
C -0.346 -2.983 0.580 -0.19
C -0.578 -2.598 -0.880 -0.15
C 0.665 -2.179 -1.685 -0.28
C 0.381 -2.335 -3.190 -0.14
C 0.636 -3.770 -3.615 -0.11
C 2.141 -4.046 -3.633 -0.30
C 2.476 -5.520 -3.673 -0.19
C 1.911 -6.434 -2.581 -0.20
C 2.694 -7.741 -2.454 -0.18
C 3.934 -7.646 -1.580 -0.27
O 3.621 -7.590 -0.194 -0.06
N 2.778 -3.212 -2.505 -0.37
Br 4.501 -3.822 -1.994 0.95
C 1.930 -2.954 -1.284 -0.14
H -0.446 -9.270 -0.496 0.09
H -0.274 -7.497 -0.472 0.06
H 0.160 -8.458 0.959 0.09
H -3.485 -9.283 0.012 0.12
H -2.496 -8.563 -1.265 0.12
H -3.981 -6.941 0.824 0.12
H -4.747 -7.411 -0.682 0.11
H -3.638 -5.761 -1.879 0.11
H -2.107 -6.125 -1.110 0.09
H -4.291 -4.626 0.356 0.11
H -3.172 -3.777 -0.681 0.08
H -1.486 -5.359 0.947 0.10
H -2.772 -4.924 2.037 0.11
H -2.374 -2.465 1.070 0.12
H -1.447 -3.082 2.415 0.09
H 0.210 -2.195 1.095 0.10
H 0.252 -3.901 0.639 0.10
H -1.242 -1.727 -0.890 0.13
H -1.110 -3.401 -1.400 0.11
H 0.864 -1.127 -1.490 0.12
H 1.002 -1.663 -3.786 0.10
H -0.659 -2.052 -3.359 0.13
H 0.295 -3.972 -4.631 0.14
H 0.122 -4.465 -2.944 0.12
H 2.553 -3.603 -4.539 0.12
H 3.551 -5.674 -3.797 0.09
H 2.046 -5.813 -4.632 0.12
H 0.876 -6.683 -2.825 0.11
H 1.857 -5.925 -1.610 0.09
H 2.049 -8.513 -2.031 0.11
H 2.986 -8.087 -3.451 0.12
H 4.550 -8.535 -1.706 0.12
H 4.547 -6.782 -1.869 0.07
H 3.301 -6.702 0.032 0.08
H 2.962 -2.286 -2.903 0.11
H 1.756 -3.909 -0.795 0.10
H 2.555 -2.353 -0.627 0.12
O 0.345 -0.934 3.069 0.07
C 0.707 -1.458 4.096 -0.52
O -0.134 -2.318 4.688 0.00
C 0.172 -2.976 5.931 -0.22
C -0.160 -2.099 7.118 -0.05
C 2.029 -1.125 4.734 0.02
H 1.210 -3.307 5.940 0.11
H -0.453 -3.868 5.918 0.12
H 0.444 -1.191 7.132 0.06
H 0.018 -2.647 8.043 0.08
H -1.208 -1.804 7.084 0.09
H 1.859 -0.271 5.391 0.07
H 2.711 -0.826 3.941 0.09
H 2.479 -1.927 5.310 0.08
O 2.349 -4.672 -6.727 0.09
C 3.247 -4.080 -7.272 -0.50
O 3.751 -2.999 -6.637 -0.02
C 4.855 -2.226 -7.152 -0.22
C 4.400 -1.174 -8.138 -0.05
C 3.764 -4.477 -8.627 0.03
H 5.614 -2.886 -7.570 0.11
H 5.283 -1.760 -6.266 0.11
H 3.962 -1.622 -9.030 0.07
H 5.249 -0.564 -8.446 0.09
H 3.658 -0.521 -7.680 0.09
H 3.136 -3.996 -9.378 0.10
H 3.646 -5.552 -8.729 0.10
H 4.797 -4.204 -8.818 0.08
O 2.201 0.224 -3.239 0.07
C 1.752 1.314 -2.963 -0.51
O 0.883 1.376 -1.946 0.00
C 0.317 2.612 -1.459 -0.21
C -0.896 3.030 -2.257 -0.05
C 2.075 2.543 -3.767 0.03
H 1.082 3.387 -1.430 0.11
H 0.046 2.383 -0.430 0.13
H -0.642 3.254 -3.293 0.07
H -1.336 3.924 -1.815 0.09
H -1.645 2.239 -2.249 0.09
H 1.388 2.579 -4.613 0.11
H 3.085 2.447 -4.160 0.08
H 1.993 3.476 -3.218 0.08
O -7.447 -0.332 -1.071 0.11
C -7.124 -1.415 -1.469 -0.53
O -7.951 -2.064 -2.319 0.00
C -7.607 -3.306 -2.943 -0.24
C -7.888 -4.496 -2.050 -0.06
C -5.853 -2.088 -1.005 0.00
H -6.571 -3.290 -3.284 0.11
H -8.237 -3.338 -3.830 0.12
H -7.269 -4.482 -1.152 0.06
H -7.686 -5.423 -2.589 0.08
H -8.933 -4.496 -1.743 0.09
H -6.067 -2.626 -0.081 0.09
H -5.128 -1.309 -0.783 0.09
H -5.421 -2.786 -1.717 0.06
O 6.383 3.299 -7.364 0.12
C 6.857 2.697 -6.444 -0.52
O 6.065 1.795 -5.804 -0.02
C 6.540 0.927 -4.774 -0.25
C 6.511 1.578 -3.408 -0.05
C 8.259 2.945 -5.945 0.02
H 7.527 0.531 -5.016 0.11
H 5.842 0.089 -4.802 0.10
H 7.194 2.424 -3.342 0.08
H 6.787 0.857 -2.637 0.08
H 5.504 1.940 -3.197 0.07
H 8.224 3.778 -5.242 0.10
H 8.864 3.248 -6.795 0.09
H 8.726 2.097 -5.452 0.07
O 0.437 1.348 6.176 0.09
C 0.638 2.368 5.567 -0.51
O 0.898 3.483 6.272 0.01
C 1.234 4.736 5.657 -0.22
C 0.007 5.519 5.248 -0.06
C 0.529 2.433 4.062 0.03
H 1.917 4.580 4.822 0.11
H 1.789 5.266 6.429 0.12
H -0.568 4.999 4.482 0.07
H 0.295 6.497 4.858 0.08
H -0.643 5.672 6.110 0.08
H -0.519 2.613 3.818 0.10
H 0.795 1.462 3.652 0.07
H 1.130 3.211 3.600 0.07
O -0.386 9.066 5.389 0.09
C -1.033 8.834 6.377 -0.54
O -2.366 9.001 6.322 -0.01
C -3.253 8.615 7.387 -0.23
C -3.378 9.689 8.443 -0.05
C -0.384 8.412 7.674 0.01
H -2.958 7.653 7.809 0.11
H -4.211 8.472 6.890 0.12
H -2.433 9.870 8.957 0.07
H -4.123 9.401 9.184 0.09
H -3.699 10.621 7.978 0.08
H -0.090 9.314 8.212 0.10
H 0.517 7.855 7.431 0.08
H -1.016 7.815 8.325 0.07
O -5.937 10.793 6.085 0.10
C -5.224 11.352 5.295 -0.53
O -4.772 12.584 5.601 0.00
C -3.779 13.262 4.816 -0.23
C -4.385 14.004 3.645 -0.06
C -4.873 10.730 3.963 0.02
H -3.001 12.564 4.505 0.11
H -3.325 13.961 5.516 0.12
H -4.852 13.322 2.933 0.07
H -3.611 14.565 3.121 0.08
H -5.142 14.704 3.995 0.08
H -5.676 10.960 3.263 0.10
H -4.835 9.653 4.102 0.09
H -3.931 11.065 3.539 0.07